(1)
Formula: C4H7NO
Source: the OMol25 dataset
Level of theory: ωB97M-V with the def2-TZVPD basis set

Structure (XYZ):
```
13
Properties=species:S:1:pos:R:3:mulliken_charge:R:1
C -2.0968 -0.7675 0.4590 -0.9172
C -1.3752 0.3025 0.6513 0.6312
N -0.5434 1.1907 0.7444 -0.5715
C 0.7781 0.7490 -0.0498 0.4341
C 0.8263 -0.5532 -0.8254 -1.2514
O 1.8616 0.7204 0.8126 -0.5126
H -2.0185 -1.6194 1.1131 0.2687
H -2.9101 -0.6969 -0.2343 0.2646
H 0.7815 1.5782 -0.7513 0.2481
H 1.7485 -0.3538 -1.3890 0.3307
H 0.9781 -1.4567 -0.2182 0.3331
H 0.0028 -0.6806 -1.5332 0.4170
H 1.9670 1.5871 1.2206 0.3252
```

- LUMO level (eV) = 0.920
- SMILES string = C=C=N[C@H](C)O
- gap between HOMO and LUMO (Ha) = 0.3632
- energy (Eh) = -286.53837
- F_max (eV/Å) = 1.81
- relative energy (zero: lowest compared OMol25 entry of this formula, charge and spin) (kcal/mol) = 58.5
- net charge = 0

***

(2)
Formula: C37H94N6O9
Source: the OMol25 dataset
Level of theory: ωB97M-V with the def2-TZVPD basis set

Structure (XYZ):
```
146
Properties=species:S:1:pos:R:3:mulliken_charge:R:1
C -5.8578 -0.4244 -3.8731 -1.6929
C -5.2226 0.8185 -3.2312 1.8203
C -4.2447 0.3670 -2.1254 -2.4971
C -4.3899 1.6446 -4.1978 -0.8721
C -5.2569 2.5051 -5.1066 -0.9204
C -6.1129 3.4268 -4.2674 -1.1041
C -6.9946 2.7399 -3.1986 1.5564
C -7.3357 3.7833 -2.1465 -2.0066
C -8.2428 2.1841 -3.8855 -1.7392
N -6.1836 1.7028 -2.5725 0.7058
O -6.8644 1.0738 -1.5025 -0.5401
H -6.7147 -0.0854 -4.4561 0.3480
H -5.1776 -0.9525 -4.5424 0.3585
H -6.1806 -1.1167 -3.0989 0.3667
H -3.4165 -0.1139 -2.6698 0.4416
H -3.7432 1.2264 -1.6780 0.4644
H -4.5579 -0.3648 -1.3839 0.4380
H -3.6149 2.2599 -3.7387 0.1488
H -3.8534 0.9270 -4.8294 0.5304
H -4.6232 3.1377 -5.7343 0.4042
H -5.8778 1.9095 -5.7805 0.3883
H -6.8372 4.0323 -4.8300 0.4563
H -5.5167 4.2283 -3.8135 0.2220
H -6.4559 4.0708 -1.5717 0.3908
H -8.0167 3.3670 -1.3964 0.3850
H -7.8491 4.6277 -2.6083 0.4284
H -8.7662 1.5121 -3.1945 0.3584
H -8.0009 1.6037 -4.7734 0.3352
H -8.9917 2.9532 -4.0888 0.4493
H -6.2729 1.2254 -0.7591 0.3253
C 3.5821 -5.0990 4.9222 -2.0738
C 4.3504 -4.0700 4.0817 1.8535
C 5.7999 -4.4687 3.9313 -1.9694
C 3.6348 -4.0153 2.7365 -1.3222
C 4.1293 -2.8756 1.8569 0.5643
C 3.9983 -1.5228 2.5743 -0.3571
C 4.3787 -1.5067 4.0675 1.9215
C 5.7781 -0.9324 4.3122 -1.6441
C 3.3662 -0.5085 4.6902 -2.0962
N 4.1396 -2.7806 4.7307 0.6400
O 4.6624 -2.7523 6.0346 -0.5941
H 3.6637 -6.1021 4.4898 0.3739
H 4.0645 -5.2421 5.8936 0.4650
H 2.5379 -4.8114 5.0097 0.4198
H 5.9608 -5.4692 3.5257 0.3995
H 6.3141 -3.7419 3.2978 0.3755
H 6.3405 -4.4703 4.8820 0.3703
H 3.8506 -4.9517 2.2123 0.1780
H 2.5548 -3.9152 2.8642 0.3143
H 5.1663 -3.0386 1.5575 0.5119
H 3.5276 -2.9291 0.9484 -0.5605
H 3.0707 -1.0157 2.3094 -0.4702
H 4.7512 -0.9300 2.0372 0.1054
H 6.5759 -1.6729 4.2244 0.3727
H 5.8302 -0.5668 5.3402 0.3616
H 6.0231 -0.0695 3.6916 0.3788
H 3.5335 -0.3742 5.7635 0.4805
H 2.3935 -1.0061 4.6362 0.4059
H 3.3548 0.4575 4.1898 0.2615
H 3.9078 -2.6825 6.6273 0.3517
C -2.9352 -0.8704 1.6875 -0.4438
O -2.8670 -1.8288 2.7250 -0.3648
C -3.0013 -1.2891 4.0109 -0.9344
C -1.7115 -0.7029 4.5431 0.9164
C -0.5935 -1.7554 4.6341 -0.9677
N -1.9783 -0.2364 5.9199 -0.7812
H -3.9772 -0.5542 1.5368 0.2928
H -2.6361 -1.2950 0.7316 0.0989
H -2.2839 -0.0317 1.9420 0.2143
H -3.8269 -0.5532 4.0324 0.3806
H -3.3650 -2.0682 4.6853 0.3937
H -1.3364 0.1233 3.9276 0.0585
H -0.0013 -1.7595 3.7176 0.0112
H -0.9499 -2.7711 4.8040 0.2704
H 0.0436 -1.4976 5.4818 0.3782
H -1.1617 0.2246 6.2938 0.2326
H -2.7873 0.3711 5.9332 0.2416
C 4.5841 -3.7404 -1.6656 -0.5266
O 4.2189 -4.9109 -0.9512 -0.3141
C 3.0655 -5.5593 -1.3532 -0.7026
C 2.6900 -6.6803 -0.4088 0.5831
C 3.9238 -7.5274 -0.0226 -1.2869
N 1.6417 -7.4866 -1.0740 -0.8197
H 4.4352 -3.8918 -2.7403 0.4152
H 5.5652 -3.4097 -1.3522 0.2426
H 3.8137 -3.0115 -1.3782 0.0965
H 2.1971 -4.9175 -1.5631 0.3686
H 3.2319 -6.0815 -2.3218 0.4336
H 2.1558 -6.3435 0.4831 0.1727
H 4.0529 -7.5167 1.0597 0.1554
H 4.8721 -7.2344 -0.4750 0.2575
H 3.7809 -8.5459 -0.3911 0.4657
H 2.0433 -7.8449 -1.9421 0.2931
H 1.5063 -8.3382 -0.5373 0.2706
C -1.2023 2.1298 -0.8127 -1.3231
O -0.8972 0.7642 -0.6909 0.4451
C 0.3890 0.4147 -1.1770 -0.4814
C 0.4821 -1.0861 -1.3840 0.6802
C 0.9466 -1.8625 -0.1623 -0.5073
N 1.3167 -1.4410 -2.5354 -0.7196
H -2.1231 2.2621 -0.2442 0.4144
H -1.3851 2.3552 -1.8699 0.4084
H -0.4424 2.7911 -0.3839 0.2846
H 0.5068 0.9141 -2.1538 0.4018
H 1.1858 0.8432 -0.5582 -0.2023
H -0.5305 -1.4326 -1.6168 0.1106
H 1.9123 -1.5115 0.2255 -0.2695
H 1.1075 -2.9078 -0.4252 0.2808
H 0.2244 -1.7297 0.6459 0.1282
H 2.2932 -1.3250 -2.2748 0.0585
H 1.1624 -0.8031 -3.3093 0.2820
C -2.5269 10.1352 0.2269 -0.7323
O -2.7802 8.7617 0.1117 -0.3091
C -2.1024 8.1836 -0.9858 -0.7409
C -2.3810 6.6929 -0.9854 0.4459
C -1.3509 5.9217 -1.7879 -1.4637
N -3.7500 6.4086 -1.5578 -0.6562
H -3.1305 10.5085 1.0519 0.2735
H -2.6188 10.6983 -0.7037 0.2954
H -1.4921 10.2965 0.5826 0.2890
H -2.4386 8.6406 -1.9299 0.2991
H -1.0260 8.4145 -0.9297 0.4289
H -2.4725 6.3456 0.0434 0.3198
H -1.2917 6.2569 -2.8276 0.3452
H -1.6604 4.8827 -1.9209 0.3241
H -0.4108 5.9897 -1.2424 0.3972
H -3.6941 6.7424 -2.5194 0.2492
H -4.3266 7.1057 -1.0880 0.2629
C 2.0445 1.9199 1.5184 -0.6450
O 3.2342 1.6645 0.7546 -0.4565
H 1.4368 2.7408 1.1239 0.3088
H 1.4818 0.9941 1.5737 0.1103
H 2.3183 2.3044 2.5057 0.4196
H 3.9056 2.2071 1.1758 0.2635
C 3.1384 0.8538 -4.8556 -0.4740
O 1.9268 0.2058 -5.2060 -0.5362
H 2.8972 1.6044 -4.1140 0.2027
H 3.8581 0.1149 -4.4847 0.1242
H 3.6389 1.2768 -5.7345 0.3686
H 2.0367 -0.4834 -5.8643 0.2779
C 5.3139 0.4903 -1.7771 -0.9023
O 4.0878 -0.1932 -1.5660 -0.0708
H 5.5909 0.3759 -2.8227 0.2736
H 5.1622 1.5766 -1.6676 0.3064
H 6.1024 0.2448 -1.0624 0.3215
H 3.8549 0.0715 -0.6651 0.0189
```

- LUMO level (eV) = 0.235
- SMILES string = CC1(C)CCCC(C)(C)N1O.CC1(C)CCCC(C)(C)N1O.COC[C@H](C)N.COC[C@H](C)N.COC[C@H](C)N.COC[C@H](C)N.CO.CO.CO
- gap between HOMO and LUMO (Ha) = 0.2947
- energy (Eh) = -2471.57518
- F_max (eV/Å) = 2.23
- relative energy (zero: lowest compared OMol25 entry of this formula, charge and spin) (kcal/mol) = 31.4
- net charge = 0

***

(3)
Formula: C5H8O
Source: the OMol25 dataset
Level of theory: ωB97M-V with the def2-TZVPD basis set

Structure (XYZ):
```
14
Properties=species:S:1:pos:R:3:mulliken_charge:R:1
C 0.3018 0.8775 -2.7567 -0.7449
C -0.4690 0.0675 -1.9172 0.0791
O -0.0224 -0.0417 -0.6290 -0.2539
C -0.8023 -0.5880 0.3644 -0.1262
C -0.4285 -0.4402 1.6523 -0.1740
C 0.8342 0.0237 2.1685 -0.8364
H 1.1564 1.4190 -2.4526 0.2851
H 0.1126 0.8176 -3.8592 0.2130
H -1.4201 -0.3778 -2.2014 0.2661
H -1.6928 -1.1605 0.0280 0.2955
H -1.1045 -0.9555 2.4358 0.2121
H 1.0278 -0.5106 3.2162 0.2582
H 1.5865 -0.2950 1.4863 0.3053
H 0.9204 1.1640 2.4646 0.2210
```

- LUMO level (eV) = 1.109
- SMILES string = C=CO/C=C\C
- gap between HOMO and LUMO (Ha) = 0.3435
- energy (Eh) = -270.46133
- F_max (eV/Å) = 4.29
- relative energy (zero: lowest compared OMol25 entry of this formula, charge and spin) (kcal/mol) = 60.6
- net charge = 0

***

(4)
Formula: C4H16N2O2
Source: the OMol25 dataset
Level of theory: ωB97M-V with the def2-TZVPD basis set

Structure (XYZ):
```
24
Properties=species:S:1:pos:R:3:mulliken_charge:R:1
C -1.9092 0.2484 1.0583 -0.5461
C -0.3849 -0.2176 1.0822 -0.8413
C -0.1870 -1.5325 0.3548 -0.4364
C 1.2447 -2.0880 0.3263 -0.7400
N 2.3213 -1.3177 -0.3413 -0.5789
N -1.9301 1.5769 1.5917 -0.1530
H -2.3885 -0.0254 0.1147 0.4475
H -2.4425 -0.3865 1.8369 0.3408
H 0.4855 0.4833 0.8114 0.4614
H -0.3169 -0.4243 2.1617 0.4873
H -0.4082 -1.4614 -0.6797 0.1749
H -0.8272 -2.2323 0.9127 0.4257
H 1.5830 -1.8968 1.3843 0.2961
H 1.2159 -3.2101 0.3440 0.3969
H 2.0935 -0.3497 -0.5942 0.2130
H 2.3723 -1.7347 -1.3230 0.2845
H -1.1637 1.6968 2.2625 0.3580
H -1.8785 2.3085 0.8668 0.3348
H -0.2280 -0.6019 -2.1497 0.3835
H -0.4175 0.6941 -1.2978 0.3132
O -0.8661 0.0515 -1.8556 -0.6399
H 2.0068 3.0172 -2.1086 0.3047
H 0.6732 3.1370 -1.6195 0.3100
O 1.4232 2.5370 -1.4976 -0.5966
```

- <S²> = 0.755
- LUMO level (spin up / spin down) (eV) = -3.464 / -8.669
- gap between HOMO and LUMO (spin up / spin down) (Ha) = 0.3436 / 0.1496
- 2S+1 = 2
- energy (Eh) = -421.58844
- F_max (eV/Å) = 5.01
- relative energy (zero: lowest compared OMol25 entry of this formula, charge and spin) (kcal/mol) = 70.4
- net charge = +1

***

(5)
Formula: C21H41Li3O12P
Source: the OMol25 dataset
Level of theory: ωB97M-V with the def2-TZVPD basis set

Structure (XYZ):
```
78
Properties=species:S:1:pos:R:3:mulliken_charge:R:1
Li 10.0733 -19.1013 -3.6383 0.8350
Li 10.2625 -17.0419 -5.9416 0.8034
Li 7.6380 -18.5939 -5.5296 0.7738
P 9.8771 -19.5028 -6.0190 0.8522
O 11.0272 -18.7623 -5.2526 -0.6576
O 8.9038 -19.9405 -4.9300 -0.9913
O 10.5349 -20.4380 -7.0416 -0.8487
O 9.2155 -18.4069 -6.8873 -0.9854
O 8.2193 -15.6179 -2.6212 -0.1446
C 8.9070 -16.5260 -3.2765 0.8730
O 9.6916 -17.2811 -2.6703 -0.7958
O 8.7397 -16.6981 -4.4756 -0.6897
H 8.5433 -15.7740 -1.7311 0.0134
C 7.3736 -17.9579 0.7632 -0.4684
C 6.2394 -17.0186 1.0502 -0.6518
C 6.6464 -15.7514 0.3414 0.2014
O 8.1082 -15.7869 0.4469 -0.5085
C 8.5586 -17.0156 0.9672 -0.2473
H 7.2718 -18.3715 -0.2401 0.1956
H 7.4306 -18.7680 1.4902 0.3751
H 6.1799 -16.8240 2.1210 0.2807
H 5.2922 -17.4407 0.7145 0.3542
H 6.1703 -14.8848 0.8002 0.2753
H 6.4382 -15.8614 -0.7229 -0.1960
H 8.8790 -16.9575 2.0074 0.3280
H 9.4642 -17.2589 0.4116 0.1200
C 14.4733 -18.5020 -3.6222 -0.2421
C 15.4894 -19.2790 -2.8068 -0.7050
C 14.5949 -20.1226 -1.8884 -0.5179
O 13.2854 -19.8243 -2.2021 -0.3818
C 13.2065 -18.5223 -2.7661 0.5600
H 14.1853 -18.9304 -4.5822 0.3394
H 14.7836 -17.5004 -3.9200 0.0719
H 16.2828 -18.7281 -2.3016 0.3314
H 15.9129 -19.9368 -3.5658 0.2554
H 14.7176 -19.7495 -0.8716 0.2673
H 14.7669 -21.1988 -1.9070 0.3412
H 13.2316 -17.7608 -1.9866 0.2446
H 12.3238 -18.2946 -3.3637 -0.5907
C 3.7272 -15.2047 -4.9133 -0.4912
C 2.7873 -16.3648 -4.9486 -0.5994
C 3.4158 -17.3353 -3.9748 -0.4696
O 4.5017 -16.6795 -3.3050 -0.3297
C 5.0214 -15.7431 -4.2387 0.3734
H 3.2409 -14.4951 -4.2439 0.3050
H 3.9412 -14.6876 -5.8486 0.3863
H 2.6820 -16.8367 -5.9255 0.2471
H 1.7583 -16.0642 -4.7515 0.2917
H 3.9307 -18.1714 -4.4480 0.2754
H 2.6545 -17.7719 -3.3284 0.2792
H 5.6608 -16.2877 -4.9335 0.0559
H 5.6095 -14.9808 -3.7278 -0.3600
C 13.8223 -14.8278 -5.6072 -0.5627
C 13.5598 -14.7848 -4.1649 -0.5155
C 12.0449 -15.0918 -4.1905 -0.3343
O 11.9403 -16.1034 -5.2486 -0.1167
C 13.0431 -16.0473 -6.0795 -0.4582
H 14.8922 -14.9771 -5.7522 0.3292
H 13.5378 -13.9071 -6.1165 0.3078
H 13.7966 -13.8369 -3.6816 0.3859
H 14.0808 -15.4694 -3.4956 0.1681
H 11.4414 -14.2523 -4.5354 0.3678
H 11.7243 -15.4206 -3.2020 0.0537
H 12.9343 -16.0392 -7.1640 0.3123
H 13.5195 -16.9883 -5.8044 0.0546
C 6.1352 -12.3694 -4.8127 0.0202
C 6.2255 -10.9244 -5.2686 -0.6318
C 6.8308 -10.2872 -4.0018 -0.4797
O 7.8602 -11.2180 -3.6331 -0.4676
C 7.2262 -12.5090 -3.7474 -0.1078
H 6.4005 -13.0101 -5.6537 0.2062
H 5.1736 -12.5979 -4.3530 0.0742
H 5.2606 -10.4486 -5.4441 0.3057
H 6.8150 -10.7645 -6.1714 0.2896
H 6.1131 -10.1177 -3.1992 0.2578
H 7.2661 -9.3166 -4.2398 0.3672
H 6.7747 -12.8296 -2.8086 0.1511
H 7.9964 -13.2479 -3.9684 -0.0109
```

- LUMO level (eV) = 2.165
- gap between HOMO and LUMO (Ha) = 0.2028
- energy (Eh) = -2091.92485
- F_max (eV/Å) = 6.51
- relative energy (zero: lowest compared OMol25 entry of this formula, charge and spin) (kcal/mol) = 32.2
- net charge = -1

***

Among the records above, which one has the highest energy?
C5H8O